Entry 1:
ORCA calculation (ωB97M-V with the def2-TZVPD basis set) on a molecular structure, C19H29Cl7IrSi at a distorted geometry.

Each line ends with the Mulliken charge.
Geometry (Å):
Ir  -1.8902  -0.4535  0.6375  -0.385
Cl  -2.5498  -1.9701  3.5126  -0.067
C  -3.2149  -3.2058  2.4553  -0.413
Cl  -2.8351  -2.8411  0.7060  -0.175
H  -4.2939  -3.2249  2.5410  0.363
H  -2.7590  -4.1632  2.6737  0.325
Cl  -3.8738  1.3595  2.3902  -0.160
C  -3.3679  2.0779  0.8974  1.129
C  -2.4066  1.3926  0.1569  -1.563
C  -2.0180  1.9948  -1.0533  0.779
Cl  -0.7827  1.2549  -2.0454  0.013
C  -2.5378  3.2122  -1.4924  -0.119
Cl  -2.0145  3.9175  -2.9712  -0.192
C  -3.4844  3.8651  -0.7091  0.404
Cl  -4.1367  5.3687  -1.2188  -0.180
C  -3.9029  3.2935  0.4960  -0.010
Cl  -5.0663  4.0979  1.4640  -0.170
C  -0.4050  -2.4409  -3.1959  -1.066
C  0.8659  -1.7607  -3.3523  1.391
C  2.1047  -2.5311  -3.2720  -1.286
C  0.8964  -0.4782  -4.0383  -1.663
Si  0.2182  0.1162  1.0167  -0.329
C  1.5072  -1.2891  1.0858  2.500
C  1.0035  -2.4412  0.2080  -1.644
C  2.9267  -0.9361  0.6408  -1.871
C  1.5219  -1.8000  2.5397  -1.756
C  0.9263  1.8320  1.4878  2.169
C  1.7602  1.6566  2.7756  -1.991
C  -0.1336  2.8842  1.7938  -1.765
C  1.8639  2.3675  0.3902  -1.640
H  -0.9110  -2.5075  -4.1666  0.457
H  -1.0764  -1.8724  -2.5452  0.178
H  -0.2864  -3.4443  -2.7906  0.375
H  2.2995  -2.9283  -4.2773  0.452
H  2.0249  -3.3753  -2.5891  0.402
H  2.9647  -1.9130  -3.0099  0.380
H  1.3319  -0.6451  -5.0321  0.438
H  1.5673  0.2271  -3.5392  0.427
H  -0.0862  -0.0286  -4.1495  0.513
H  1.0087  -2.1615  -0.8508  0.020
H  -0.0082  -2.7438  0.4725  0.190
H  1.6581  -3.3118  0.3350  0.618
H  2.9465  -0.5464  -0.3825  0.284
H  3.5429  -1.8417  0.6583  0.522
H  3.4087  -0.2100  1.2911  0.372
H  0.5484  -2.1945  2.8254  0.306
H  1.8091  -1.0404  3.2657  0.377
H  2.2451  -2.6188  2.6212  0.476
H  1.1622  1.2908  3.6138  0.416
H  2.1535  2.6355  3.0660  0.509
H  2.6129  0.9951  2.6339  0.383
H  -0.8810  2.5181  2.4964  0.321
H  -0.6422  3.2384  0.9012  0.336
H  0.3622  3.7446  2.2551  0.560
H  2.7061  1.7023  0.1995  0.335
H  2.2745  3.3248  0.7273  0.461
H  1.3426  2.5518  -0.5503  0.264

As for the max |F|: 2.38 eV/Å. As for the LUMO energy: -5.9 eV. The value obtained for the orbital gap is 0.1437 Ha. Its net charge is +1. For the energy above the lowest of the compared OMol25 structures with the same formula, charge and spin, the calculation gives 189.1 kJ/mol.


Entry 2:
ORCA calculation (ωB97M-V with the def2-TZVPD basis set) on a molecular structure, C19H29IrN9OS2 at a distorted geometry.

Each line ends with the Löwdin spin population.
Geometry (Å):
Ir  0.7363  0.3124  0.0133  0.079
N  0.8451  0.0945  2.3059  0.000
N  2.1436  0.0788  2.8422  0.000
C  3.1984  0.3622  2.0713  0.000
N  4.4030  0.3686  2.5959  0.000
S  3.0042  0.7682  0.4193  0.002
H  0.3067  0.8263  2.7650  0.000
H  0.3957  -0.7938  2.5266  0.000
H  2.2483  -0.1456  3.8244  0.000
H  4.5785  0.2236  3.5825  0.000
H  5.2070  0.5895  2.0237  0.000
S  0.9333  2.0148  -4.0846  0.007
C  0.9603  0.3075  -4.2191  0.222
C  0.8974  -0.3740  -3.0080  0.016
C  0.8213  0.4996  -1.9261  0.137
C  0.8306  1.8670  -2.3828  0.267
C  0.7653  2.8908  -1.3932  0.009
C  0.8435  4.2608  -1.6335  0.091
C  0.8142  5.1436  -0.5614  -0.010
C  0.6938  4.6273  0.7157  0.085
C  0.6129  3.2448  0.8940  0.023
N  0.6415  2.3845  -0.1148  0.049
H  1.0211  -0.1440  -5.2026  0.009
H  0.9208  -1.4524  -2.9566  -0.002
H  0.9372  4.6293  -2.6478  0.003
H  0.8911  6.2111  -0.7235  -0.002
H  0.6696  5.2751  1.5821  0.004
H  0.5262  2.8379  1.8914  0.000
N  -4.4130  0.7099  0.0669  0.000
C  -3.6673  0.6106  -1.2369  0.000
C  -2.2522  1.1582  -1.0744  0.005
N  -1.5172  0.4520  0.0000  0.005
C  -2.2484  0.6202  1.2740  0.000
C  -3.6577  0.0427  1.1845  0.000
H  -5.3401  0.2830  -0.0286  0.000
H  -4.5828  1.6939  0.2962  0.000
H  -4.2231  1.1627  -1.9929  0.000
H  -3.6532  -0.4440  -1.5120  0.000
H  -2.2849  2.2275  -0.8456  0.000
H  -1.7321  1.0379  -2.0222  0.003
H  -1.5608  -0.5672  -0.1830  0.000
H  -2.2835  1.6838  1.5279  0.000
H  -1.7353  0.0906  2.0724  0.000
H  -4.2128  0.1879  2.1098  0.000
H  -3.6167  -1.0211  0.9538  0.000
C  -1.3627  -4.7005  0.7906  0.000
N  -0.1392  -3.9736  0.3907  0.000
C  1.0052  -4.6466  0.1199  0.000
C  2.1014  -3.9876  -0.2944  0.000
C  2.0320  -2.5787  -0.4473  0.000
N  0.9157  -1.8697  -0.0800  -0.001
C  -0.1966  -2.6085  0.3088  0.000
O  -1.2557  -2.0508  0.6212  0.000
N  3.0808  -1.9833  -0.9974  0.000
H  -1.1587  -5.7644  0.7275  0.000
H  -2.1760  -4.4422  0.1189  0.000
H  -1.6349  -4.4380  1.8097  0.000
H  0.9780  -5.7217  0.2365  0.000
H  3.0082  -4.5187  -0.5418  0.000
H  3.8507  -2.5462  -1.3263  0.000
H  3.0861  -1.0065  -1.2256  0.000

As for the max |F|: 1.27 eV/Å. As for the LUMO energy (spin up / spin down): -11.7 / -14.2 eV. The expectation value of S² is 0.780. The spin multiplicity is 2. The value obtained for the orbital gap (spin up / spin down) is 0.2929 / 0.2019 Ha. Its net charge is +4. For the energy above the lowest of the compared OMol25 structures with the same formula, charge and spin, the calculation gives 0.0 kJ/mol.


Entry 3:
ORCA calculation (ωB97M-V with the def2-TZVPD basis set) on a molecular structure, C19H29LaO at a distorted geometry.

Each line ends with the Mulliken charge.
Geometry (Å):
La  -0.1847  0.1349  0.0760  1.219
C  0.7057  -1.9648  1.7386  -0.466
C  -0.7153  -2.1191  1.7983  -0.542
C  -1.1730  -2.5414  0.5140  -0.682
H  -1.3373  -2.0029  2.6884  0.450
C  -0.0363  -2.6543  -0.3448  -0.563
C  1.1249  -2.3009  0.4143  -0.574
H  2.1576  -2.3378  0.0662  0.469
H  1.3526  -1.7166  2.5825  0.379
H  -2.2078  -2.7845  0.2567  0.384
H  -0.0511  -3.0314  -1.3711  0.470
C  1.7738  2.0094  0.7082  -0.309
C  2.4631  0.7999  0.4004  -0.712
C  2.3367  0.5588  -1.0032  -0.680
H  3.0321  0.1922  1.1088  0.453
C  1.5794  1.6350  -1.5632  -0.119
C  1.2373  2.5328  -0.5129  -0.750
H  0.7200  3.4919  -0.6329  0.365
H  1.7306  2.5000  1.6805  0.381
H  2.8036  -0.2508  -1.5668  0.442
H  1.3603  1.7849  -2.6249  0.273
O  -1.4329  0.5314  -1.6254  0.820
C  -0.8606  0.3083  -4.5313  0.700
C  -2.1824  0.5416  -3.9528  -1.126
C  -0.3126  -1.0490  -4.6061  -1.315
C  -0.1514  1.4416  -5.1486  -2.000
C  -2.2065  1.2300  -2.5646  -1.403
H  -2.7366  -0.4001  -3.8447  0.105
H  -2.7465  1.1936  -4.6364  0.575
H  -1.8346  2.2600  -2.6460  0.325
H  -3.2457  1.2482  -2.2098  0.000
H  -0.7742  -1.6247  -5.4313  0.389
H  -0.4822  -1.6287  -3.6811  0.018
H  0.7714  -1.0222  -4.8000  0.286
H  -0.5536  1.6652  -6.1548  0.712
H  0.9247  1.2444  -5.2787  0.245
H  -0.2548  2.3678  -4.5596  0.198
C  -2.2151  1.3769  4.4807  -1.554
C  -1.6309  2.0999  3.2603  0.778
C  -0.4129  2.9204  3.7011  -1.373
C  -1.3074  1.1101  2.1853  -1.046
H  -1.5233  0.6078  4.8502  0.262
H  -3.1590  0.8906  4.2215  0.347
H  -2.4039  2.0798  5.2963  0.474
H  -2.3845  2.7838  2.8339  0.256
H  0.4336  2.2680  3.9550  0.224
H  -0.1029  3.6097  2.9089  0.249
H  -0.6618  3.5221  4.5844  0.479
H  -0.8595  0.1924  2.5951  0.018
H  -2.1585  0.9046  1.5150  0.467

As for the max |F|: 1.40 eV/Å. As for the LUMO energy (spin up / spin down): 4.5 / 4.5 eV. The value obtained for the orbital gap (spin up / spin down) is 0.0832 / 0.0830 Ha. Its net charge is -2. For the energy above the lowest of the compared OMol25 structures with the same formula, charge and spin, the calculation gives 0.0 kJ/mol.


Entry 4:
ORCA calculation (ωB97M-V with the def2-TZVPD basis set) on a single C19H29N3O3S molecule.

Each line ends with the Mulliken charge.
Geometry (Å):
C  -0.9001  -4.6112  3.2061  -0.960
C  0.5696  -4.8883  2.9143  -0.288
O  1.3076  -3.6965  2.6876  -0.539
C  1.0825  -2.8880  1.6282  0.406
C  1.5526  -1.5913  1.8059  -0.810
C  1.4427  -0.6352  0.8071  0.161
N  1.8982  0.6499  0.9649  -0.129
C  1.7816  1.6225  0.0217  0.171
S  2.3804  3.1190  0.3751  -0.357
N  1.1790  1.2911  -1.1584  0.040
C  0.9892  2.3097  -2.1829  -1.510
C  -0.4565  2.8021  -2.2210  -0.347
C  -0.8959  3.4473  -0.9016  -0.926
N  -2.2939  3.8364  -0.9706  0.349
C  -3.1708  3.0683  -0.1110  -0.494
C  -3.3324  1.6362  -0.6141  -1.215
C  -2.5236  5.2654  -0.9457  -0.709
C  -2.2852  5.9562  0.4032  -1.041
C  0.6938  0.0176  -1.4618  0.768
O  0.1925  -0.2101  -2.5433  -0.694
C  0.8365  -0.9759  -0.4022  -0.747
C  0.3691  -2.2757  -0.5920  -0.516
C  0.4869  -3.2439  0.3868  1.062
O  0.0915  -4.5410  0.2219  -0.441
C  -0.6307  -4.9200  -0.9362  -0.547
C  -2.0812  -4.4492  -0.9129  -1.028
H  -0.9928  -3.9118  4.0339  0.314
H  -1.3999  -5.5390  3.4692  0.358
H  -1.3883  -4.1853  2.3335  0.197
H  1.0529  -5.3202  3.7952  0.388
H  0.6731  -5.5797  2.0751  0.215
H  2.0120  -1.3500  2.7514  0.415
H  2.3548  0.9217  1.8257  0.296
H  1.2439  1.8550  -3.1430  0.408
H  1.6733  3.1314  -1.9674  0.665
H  -0.5496  3.5349  -3.0225  0.267
H  -1.1153  1.9670  -2.4561  0.297
H  -0.2572  4.3141  -0.7058  0.361
H  -0.7427  2.7423  -0.0757  0.237
H  -2.8153  3.0432  0.9353  0.326
H  -4.1502  3.5532  -0.1202  0.522
H  -3.6607  1.6441  -1.6497  0.320
H  -4.0737  1.1144  -0.0128  0.439
H  -2.3954  1.0880  -0.5528  0.117
H  -1.8709  5.7108  -1.7011  0.328
H  -3.5582  5.4381  -1.2587  0.438
H  -1.2722  5.7746  0.7555  0.284
H  -2.9823  5.5884  1.1523  0.262
H  -2.4260  7.0288  0.2979  0.429
H  -0.0735  -2.4871  -1.5515  0.699
H  -0.5950  -6.0129  -0.9187  0.375
H  -0.1192  -4.5734  -1.8410  0.379
H  -2.5866  -4.8436  -0.0344  0.295
H  -2.5920  -4.8085  -1.8016  0.405
H  -2.1411  -3.3640  -0.8900  0.306

As for the max |F|: 0.88 eV/Å. As for the LUMO energy: 0.4 eV. The value obtained for the orbital gap is 0.3043 Ha. As for the structure (SMILES): CCOc1cc2[nH]c(=S)n(CCCN(CC)CC)c(=O)c2cc1OCC. Its net charge is 0. For the energy above the lowest of the compared OMol25 structures with the same formula, charge and spin, the calculation gives 42.9 kJ/mol.


Question: Among the records above, which one has the highest energy above the lowest of the compared OMol25 structures with the same formula, charge and spin?
Answer: C19H29Cl7IrSi